[1]
The following is a DFT calculation (ωB97M-V/def2-TZVPD) of a structure of composition C4H4Br2O at a distorted geometry.

As for the net charge: 0. Its gap between HOMO and LUMO (alpha / beta) is 8.07 / 7.97 eV. As for the LUMO energy (alpha / beta): -0.38 / -0.43 eV. The calculation puts the electronic energy at -146338.03992 eV. Its relative energy (zero: lowest compared OMol25 entry of this formula, charge and spin) is 134.0 kcal/mol.

Last column: Mulliken charge in e.
Cartesian coordinates (Å):
C  0.989  1.259  0.156  -0.34
C  -0.539  -0.420  1.048  0.09
C  1.151  2.554  -0.207  0.05
C  -1.284  -2.342  0.019  -0.54
O  -0.490  -1.140  0.029  -0.02
Br  0.082  4.005  0.450  -0.14
Br  2.733  3.159  -1.043  -0.11
H  1.685  0.540  -0.376  0.19
H  -0.609  -3.092  -0.292  0.24
H  -2.117  -2.115  -0.832  0.22
H  -1.602  -2.406  1.048  0.37

[2]
The following is a DFT calculation (ωB97M-V/def2-TZVPD) of a structure of composition C4H4BrCl3O2S at a distorted geometry.

The expectation value of S² is 2.0118. As for the net charge: 0. Its gap between HOMO and LUMO (alpha / beta) is 8.04 / 5.66 eV. As for the LUMO energy (alpha / beta): 0.26 / -4.18 eV. The calculation puts the electronic energy at -126746.46574 eV. Its multiplicity is 3.

Last column: Mulliken charge in e.
Cartesian coordinates (Å):
C  -0.373  0.650  -1.799  -0.89
C  0.683  -0.809  1.721  -0.56
C  -0.056  1.393  -0.733  0.52
C  0.474  -1.387  0.562  0.31
O  3.517  -0.064  1.226  -0.39
O  4.994  -0.791  -0.570  -0.38
S  3.772  -0.134  -0.248  0.58
Cl  1.459  2.021  -0.280  -0.08
Cl  -1.345  1.753  0.414  -0.17
Cl  1.737  -1.805  -0.648  -0.13
Br  -1.252  -2.014  0.100  -0.05
H  -1.309  0.283  -2.043  0.44
H  0.574  0.521  -2.293  0.23
H  -0.143  -0.921  2.316  0.34
H  1.679  -0.602  2.216  0.24

[3]
The following is a DFT calculation (ωB97M-V/def2-TZVPD) of the molecule C4H4BrN3O3 at a distorted geometry.

As for the net charge: 0. Its gap between HOMO and LUMO (alpha / beta) is 8.50 / 8.50 eV. As for the LUMO energy (alpha / beta): -0.57 / -0.57 eV. The calculation puts the electronic energy at -84860.15290 eV. Its relative energy (zero: lowest compared OMol25 entry of this formula, charge and spin) is 0.0 kcal/mol.

Last column: Mulliken charge in e.
Cartesian coordinates (Å):
C  0.986  -0.561  0.795  -0.60
C  1.573  0.489  0.237  -0.39
C  -0.411  1.493  -0.518  -0.16
C  -0.494  -0.789  0.679  -0.05
N  -1.143  0.461  0.710  -0.39
N  0.873  1.451  -0.551  0.66
N  -0.701  -1.599  -0.617  1.02
O  1.558  2.193  -1.289  -0.70
O  -0.397  -2.759  -0.561  -0.62
O  -1.108  -0.988  -1.567  -0.49
Br  -2.994  0.466  0.585  0.01
H  1.562  -1.298  1.334  0.41
H  2.631  0.696  0.293  0.41
H  -1.068  2.170  -1.019  0.42
H  -0.867  -1.424  1.489  0.46

[4]
The following is a DFT calculation (ωB97M-V/def2-TZVPD) of the molecule C4H4BrNO at a distorted geometry.

As for the net charge: 0. Its gap between HOMO and LUMO is 10.43 eV. As for the LUMO energy: -0.20 eV. The calculation puts the electronic energy at -77790.13618 eV. Its relative energy (zero: lowest compared OMol25 entry of this formula, charge and spin) is 52.9 kcal/mol.

Last column: Mulliken charge in e.
Cartesian coordinates (Å):
C  -1.252  -1.455  -0.294  0.10
C  0.093  0.729  -0.077  0.21
C  -1.103  -0.040  -0.389  0.41
C  1.496  0.100  0.312  -1.12
N  -1.365  -2.582  -0.230  -0.30
O  -0.502  0.691  -1.304  -0.38
Br  -2.901  0.813  0.346  -0.21
H  -0.053  1.687  0.584  0.29
H  2.203  0.796  -0.200  0.30
H  1.802  -0.917  -0.068  0.35
H  1.583  0.176  1.321  0.36

[5]
The following is a DFT calculation (ωB97M-V/def2-TZVPD) of the molecule C4H4BrNO2S at a distorted geometry.

As for the net charge: 0. Its gap between HOMO and LUMO (alpha / beta) is 8.48 / 7.21 eV. As for the LUMO energy (alpha / beta): -0.73 / -1.08 eV. The calculation puts the electronic energy at -90669.39108 eV. Its relative energy (zero: lowest compared OMol25 entry of this formula, charge and spin) is 87.9 kcal/mol.

Last column: Mulliken charge in e.
Cartesian coordinates (Å):
C  -1.280  0.020  0.452  0.18
C  1.032  1.076  -2.231  0.36
C  -0.174  -1.002  0.861  -0.56
C  1.169  -0.541  0.335  -0.63
N  -0.962  0.826  -0.400  0.27
O  0.292  1.975  -2.192  -0.30
O  -1.253  1.854  -1.022  -0.46
S  1.641  -0.230  -1.410  -0.05
Br  -2.921  -0.014  1.567  -0.20
H  -0.238  -0.943  1.872  0.40
H  -0.352  -2.066  0.472  0.31
H  1.273  0.396  0.999  0.35
H  1.773  -1.352  0.695  0.34

[6]
The following is a DFT calculation (ωB97M-V/def2-TZVPD) of the ion C4H4BrNO4S with charge -2 at a distorted geometry.

As for the net charge: -2. Its gap between HOMO and LUMO is 5.89 eV. As for the LUMO energy: 5.18 eV. The calculation puts the electronic energy at -94769.80863 eV. Its relative energy (zero: lowest compared OMol25 entry of this formula, charge and spin) is 15.8 kcal/mol.

Last column: Mulliken charge in e.
Cartesian coordinates (Å):
C  -0.033  -0.285  -0.170  0.20
C  -0.607  3.122  0.292  0.54
C  -1.319  1.625  0.186  -0.52
C  0.484  -1.389  -0.928  -0.53
N  -0.705  0.686  -0.663  -0.47
O  -1.202  3.911  1.058  -0.75
O  0.315  -3.270  1.006  -0.59
O  0.481  3.160  -0.306  -0.68
O  1.300  -3.756  -1.216  -0.64
S  1.053  -2.774  -0.142  0.82
Br  3.068  -2.527  0.857  -0.37
H  0.091  -0.414  0.979  0.19
H  -2.326  1.874  -0.333  0.19
H  -1.675  1.436  1.220  0.34
H  1.075  -1.397  -1.839  0.27

[7]
The following is a DFT calculation (ωB97M-V/def2-TZVPD) of a structure of composition C4H4CdN2O4 at a distorted geometry.

As for the net charge: +2. Its gap between HOMO and LUMO is 5.53 eV. As for the LUMO energy: -11.63 eV. The calculation puts the electronic energy at -19927.71782 eV. Its relative energy (zero: lowest compared OMol25 entry of this formula, charge and spin) is 40.7 kcal/mol.

Last column: Mulliken charge in e.
Cartesian coordinates (Å):
O  -3.722  2.158  -2.826  -0.11
C  -2.970  2.376  -2.001  0.11
Cd  0.681  1.792  1.366  1.32
C  -1.377  1.956  2.624  0.23
C  1.611  3.138  -0.416  0.22
O  -2.076  2.217  3.501  0.03
O  2.272  3.934  -0.917  0.03
N  1.526  -2.124  0.678  -0.36
C  0.533  -1.752  -0.156  0.78
N  0.015  -2.672  -1.023  -0.41
O  0.075  -0.586  -0.154  -0.61
H  1.827  -3.086  0.600  0.19
H  1.921  -1.436  1.334  0.12
H  -0.730  -2.303  -1.614  0.25
H  0.412  -3.610  -0.997  0.21

[8]
The following is a DFT calculation (ωB97M-V/def2-TZVPD) of a cluster of 2 separate species, C4H4Cl2 in total at a distorted geometry.

As for the net charge: 0. Its gap between HOMO and LUMO (alpha / beta) is 7.68 / 9.91 eV. As for the LUMO energy (alpha / beta): -0.81 / 0.26 eV. The calculation puts the electronic energy at -29250.99781 eV. Its relative energy (zero: lowest compared OMol25 entry of this formula, charge and spin) is 130.5 kcal/mol.

Last column: Mulliken charge in e.
Cartesian coordinates (Å):
C  -0.964  2.168  0.105  -0.28
C  -1.428  1.024  0.452  -0.38
C  0.383  -1.248  0.081  -0.59
C  1.532  -1.668  -0.388  0.55
Cl  1.982  -3.275  -0.069  -0.17
Cl  2.685  -0.760  -1.241  -0.16
H  0.104  2.058  -0.198  0.22
H  -1.645  3.109  0.058  0.23
H  -2.284  0.293  0.474  0.28
H  -0.365  -1.700  0.726  0.30

[9]
The following is a DFT calculation (ωB97M-V/def2-TZVPD) of a cluster of 2 separate species, C4H4Cl2 in total at a distorted geometry.

The expectation value of S² is 2.0366. As for the net charge: 0. Its gap between HOMO and LUMO (alpha / beta) is 9.20 / 7.34 eV. As for the LUMO energy (alpha / beta): 0.72 / -2.51 eV. The calculation puts the electronic energy at -29249.91860 eV. Its multiplicity is 3. Its relative energy (zero: lowest compared OMol25 entry of this formula, charge and spin) is 72.3 kcal/mol.

Last column: Mulliken charge in e.
Cartesian coordinates (Å):
C  2.365  -0.774  -0.283  -0.48
C  -1.145  1.136  0.037  -0.75
C  1.786  -1.871  -0.577  0.02
C  -1.859  0.038  0.166  0.47
Cl  -1.389  -1.240  1.193  -0.14
Cl  -3.554  -0.166  -0.398  -0.17
H  2.794  0.111  -0.817  0.23
H  2.637  -0.524  0.715  0.24
H  -1.323  1.913  -0.613  0.30
H  -0.311  1.376  0.577  0.30

[10]
The following is a DFT calculation (ωB97M-V/def2-TZVPD) of the molecule C4H4Cl2O at a distorted geometry.

As for the net charge: 0. Its gap between HOMO and LUMO is 10.73 eV. As for the LUMO energy: 0.80 eV. The calculation puts the electronic energy at -31302.56664 eV. Its relative energy (zero: lowest compared OMol25 entry of this formula, charge and spin) is 42.6 kcal/mol.

Last column: Mulliken charge in e.
Cartesian coordinates (Å):
C  -0.142  -0.132  -0.866  0.78
C  1.177  0.367  -0.166  -0.74
C  -0.531  -0.008  1.408  -0.18
C  -1.199  -0.319  0.343  -0.58
H  2.125  -0.274  -0.567  0.34
H  1.119  1.450  -0.509  0.32
H  -0.918  -0.042  2.460  0.34
H  -2.207  -0.479  0.174  0.44
O  1.008  -0.004  1.357  -0.36
Cl  0.308  -1.646  -1.645  -0.18
Cl  -0.739  1.087  -1.989  -0.17

What is the net charge in the eighth record? 0